The following is a DFT calculation (wB97M-V/def2-TZVPD) of a 2-piece molecular cluster, C23H48N4O2 overall.

```
77
Properties=species:S:1:pos:R:3
C -7.84226 -0.17880 0.50251
H 4.59238 2.78895 -5.31167
H 3.33176 3.70027 -4.11400
H 6.45420 -0.45069 -3.13501
H 0.23074 1.31172 1.05387
H 1.35481 1.58516 4.42089
C -7.01251 -0.22331 2.72578
H -4.58364 -5.57179 2.73914
H -2.16139 -3.94724 3.58345
C 3.94696 2.82024 -2.15943
C 1.06382 2.37743 3.58159
H 4.86594 4.76928 -1.77804
N -7.22989 -1.54734 0.70262
C 3.16727 2.79859 -0.80062
C 4.67285 1.71682 -5.12805
H -6.70667 -1.73849 -0.18038
N 4.30214 1.44919 -2.65903
C 1.05292 0.86283 1.78867
C 2.93131 3.48224 -3.12713
H 3.13883 -0.05315 1.23616
H -6.96135 -3.87147 2.34061
C -0.49042 -3.51916 0.98846
H -9.10888 0.66161 -0.99017
H 7.03241 4.30870 -2.91310
H -0.35452 -3.66594 -0.18415
C 6.53946 2.30330 -3.52088
H -2.65129 -3.84331 0.26938
C 5.85950 -0.08535 -3.97797
H -0.05871 -1.89123 2.52495
H -0.11072 2.32557 3.46061
H 2.04323 2.85119 -3.25411
H 2.31418 -2.27256 1.64003
C 5.32474 1.36939 -3.76042
C -4.24200 -4.46187 2.53330
N -8.11237 0.38940 1.87821
H -4.36675 -2.44387 3.79250
C -4.98592 -3.40821 3.54721
H 2.80671 3.80120 -0.53893
H -7.14982 -2.75543 3.85400
H 6.51823 -0.13685 -4.85513
H -7.62269 -0.62885 3.64993
H 3.79157 2.47108 0.04007
H 1.94391 0.24244 -0.26206
H 1.75868 -2.24313 -0.16154
H -8.05908 1.41205 1.67504
C 0.04739 -2.01006 1.34719
H 3.67966 1.26792 -5.21908
C 1.59026 -1.69750 0.88517
H 0.06314 -4.33349 1.62074
H -0.67868 -1.25441 0.80273
C -2.58212 -4.38265 2.58142
H -5.24957 -1.49401 1.71338
H -7.34043 1.10717 -1.06927
H 2.59006 4.44735 -2.73509
H -4.53054 -4.24003 1.39906
H 5.74781 3.42272 -1.08271
H -2.09588 -5.46210 2.46315
C -2.13082 -3.50099 1.26228
H 7.16614 1.90495 -2.71178
C 2.00499 -0.11140 0.87642
C 5.18442 3.73707 -1.97250
H 1.31832 3.47667 3.96346
O 1.78997 2.05886 2.31688
H 5.03265 -0.78781 -4.14804
H 5.67650 4.23256 -4.01857
C -6.46118 -2.97680 2.90601
H 7.17897 2.32908 -4.41447
C -6.39446 -1.59739 1.99942
N -8.12392 0.56236 -0.61846
H 5.27431 1.33549 -5.96281
H 0.58035 0.35065 2.73492
H -2.45927 -2.37512 1.48033
C 6.13670 3.73046 -3.16138
H 2.29137 2.14031 -0.85469
O 4.80338 0.72108 -1.56464
H -5.21411 -3.99105 4.54524
H -6.12306 0.52948 2.91854
```

Properties
charge	+1
HOMO level (alpha / beta)	-10.2 / -10.8	eV
<S²>	0.7548
gap between HOMO and LUMO (alpha / beta)	5.184 / 5.755	eV
multiplicity	2
E_tot	-1274.034384	hartree

Löwdin population analysis, charges in e, atoms 1 to 4: -0.18, 0.06, 0.05, 0.07

The following is a DFT calculation (wB97M-V/def2-TZVPD) of C23H49Br6N3O4Rb as an isolated structure.

```
86
Properties=species:S:1:pos:R:3
H 4.03123 -4.15979 -4.21413
H -4.44330 -6.17725 6.82677
Br -3.78499 -1.79913 -6.03700
H 1.16274 4.92527 -2.02140
C 0.43713 4.34574 -6.10246
H 4.43356 -5.08998 9.30934
Br 4.45888 -5.21482 5.38584
C -6.02944 -7.36045 7.45314
C -4.62264 -7.64178 5.36926
C 3.84326 -5.63407 7.23707
H 7.09275 1.07422 2.96377
H 1.17142 3.60375 -5.78881
H 3.54059 -6.68043 7.19680
C 1.39360 4.80303 -3.07963
C 1.56589 7.71314 -2.90987
H 2.38164 5.10933 -3.42324
H 1.30102 8.76475 -3.01965
C 4.99876 1.20806 4.61816
H -3.68656 6.04448 -6.56582
N 0.17941 5.59875 -3.70971
C -0.50744 -2.32550 1.80030
H 4.32850 0.41963 4.27575
H 1.25196 3.74404 -3.29543
H -2.54560 6.24575 -3.31244
H 5.29255 3.72757 2.44819
O -2.07499 -0.73110 1.08820
C 0.36861 5.74324 -5.29092
C -3.89425 5.70436 -5.55128
H -0.47374 6.34394 -5.63400
H -0.58651 7.53645 -3.53621
H -4.63479 -4.10781 -4.58847
H -0.89146 3.68822 -3.67429
H -6.06109 -7.49068 3.69198
H -3.90818 -7.05546 4.79144
H -4.57713 4.85559 -5.58811
H 3.10364 -2.02287 -2.17714
H -0.44089 3.71982 -5.94308
O -2.60914 5.29447 -5.15836
C -4.39949 -2.10551 -4.17761
H -4.25663 6.48072 -4.87745
H 4.52211 1.86572 5.34506
H 0.64086 4.48899 -7.16362
C 4.85666 -5.29115 8.32515
H -3.50302 -2.25043 -3.57474
H -0.31531 -2.30527 2.87304
C 6.17840 1.40437 2.47076
Br -6.92702 -3.04057 -5.15034
C 3.25941 -3.49517 -3.82597
H 2.19385 7.43042 -2.06498
C 3.79301 -2.77931 -2.55221
H -4.09400 -8.50060 5.78286
Br 6.28890 -6.61576 8.64352
Rb -6.41917 2.48673 1.76461
H -5.53556 -3.53613 -3.05546
H -4.89014 -1.20551 -3.80698
Br 5.40123 -1.82045 -3.11314
H 1.23143 6.40214 -5.38835
N 5.46866 2.06535 3.53620
N -6.64596 -7.79836 8.29596
H 5.65306 0.54398 2.05621
H 2.14193 7.55155 -3.82101
O 4.18673 3.83925 4.16067
O -0.01419 -0.02761 1.46440
H 5.35404 -4.36601 8.03388
H -3.17885 4.57582 -3.36008
C -5.27629 -3.37330 -4.10157
C 0.14531 6.96923 -2.96106
C -1.06580 4.69935 -3.30641
H -1.07135 4.54689 -2.22713
C 4.99708 3.29529 3.41671
Br 1.67700 -4.68715 -3.47264
H -5.30824 -9.05193 3.86197
H 3.05135 -2.82827 -4.66267
H -6.03682 -6.11250 5.94866
H 6.46064 2.01516 1.61322
H -0.35278 6.72977 -2.02156
C -0.87656 -0.92815 1.38457
H 4.15529 -3.44949 -1.77266
H 5.82036 0.69534 5.11835
H 2.88399 -5.18013 7.48572
H 0.41014 -2.78605 1.43420
H -1.20876 -3.15474 1.70747
H -6.60383 -8.45517 4.89458
C -5.65666 -8.18707 4.42653
C -2.45007 5.26724 -3.78306
C -5.24996 -6.74377 6.36151
```

Properties
charge	+1
HOMO level	-7.8	eV
gap between HOMO and LUMO	3.824	eV
E_tot	-16838.737556	hartree

Löwdin population analysis, charges in e, atoms 1 to 4: 0.04, 0.12, 0.55, 0.11

The following is a DFT calculation (wB97M-V/def2-TZVPD) of C23H49ErN2O2P2 as an isolated structure.

```
79
Properties=species:S:1:pos:R:3
C 1.70897 -3.46153 -0.89508
C -1.37315 -3.80270 0.48649
H 0.12822 1.62954 3.19540
N 0.01443 0.13033 -3.78962
H 1.02444 -3.20210 -3.49475
H 1.27012 3.42340 1.60156
H -0.63683 4.27410 1.24922
C 1.67652 -4.94450 -1.28887
H -3.26696 -0.58232 4.87985
O -1.40528 -0.01649 1.01866
C 0.32109 2.55792 -3.02142
H 0.38501 -0.48111 5.39657
H -0.62964 -4.55660 0.78147
P 0.25955 -2.42354 -1.41243
H -1.76625 -1.51092 4.69993
H 2.53498 -2.99658 -1.45921
H -1.28416 -2.93610 1.15496
C 0.14267 -0.48371 2.73036
C 1.70224 3.37684 -0.55640
C 0.84002 -1.11303 -3.98473
H 2.67719 -5.37140 -1.12723
H 1.43030 -5.11039 -2.34153
H -1.43658 4.63271 -2.47357
C -1.27904 -3.42721 -0.99662
H -2.38076 4.00791 1.07509
H -1.45385 -4.46960 -2.93377
C -1.39158 3.57979 0.85201
H 1.00871 3.41042 -3.17182
H -1.33132 2.63331 1.40612
H 2.52466 2.97404 -1.17127
H -1.71040 0.51374 6.26216
H 0.49936 1.26106 5.67381
C -1.28017 3.38430 -0.66450
C -1.24877 -0.27661 2.25896
H 2.26960 -2.30382 0.88590
C 0.53264 0.69124 3.61122
H 0.77622 -0.51404 1.83658
N -2.31109 -0.34606 3.03675
C 2.04861 3.08096 0.90877
C -1.47421 0.57605 5.19500
C 2.05629 -3.33589 0.59437
C -1.49850 -4.67237 -1.86096
H 2.68232 5.29596 -0.57717
H 1.42980 5.17947 -1.80820
H 0.98864 -5.53111 -0.66870
C 0.33466 -2.37322 -3.25993
H -2.11612 2.71582 -0.96483
H 0.99668 5.41334 -0.09695
H -0.78524 -5.47174 -1.63171
H 0.19504 -1.46430 3.22750
H 1.89036 -0.90590 -3.74972
H 1.62533 0.79451 3.59896
H -2.90941 -0.29655 -0.30401
H -0.66060 -2.68611 -3.61589
Er -1.20765 -0.04537 -1.03748
H -0.77468 5.48583 -1.06601
O 2.29337 -0.06112 -0.52915
H 2.22955 2.01689 1.08539
H -2.36927 -4.23411 0.66612
H -3.21239 -0.34526 2.54831
H -0.67856 2.90269 -3.34106
C -1.48819 4.71843 -1.38518
C -2.24194 -0.54050 4.50133
H 1.26502 -3.72714 1.24403
H -2.50377 -5.05793 -1.64303
H 0.79151 -1.39070 -5.04766
H -0.49204 0.17198 -4.65666
H 1.88551 1.16020 -3.67476
H 2.96508 -3.92034 0.80217
H 2.97491 3.61202 1.17579
P 0.24440 2.40223 -1.18072
C 1.67850 4.89496 -0.78150
C 0.82839 1.37601 -3.87419
C 0.03806 0.49690 5.03884
C 1.13293 -0.05208 -0.74267
H -2.10704 -2.71454 -1.20802
H 0.75430 1.75658 -4.90381
H -1.85614 1.54270 4.84749
H -2.49456 5.08246 -1.13430
```

Properties
charge	+2
HOMO level (alpha / beta)	-13.6 / -13.7	eV
<S²>	3.7530
gap between HOMO and LUMO (alpha / beta)	7.440 / 7.520	eV
multiplicity	4
E_tot	-2862.999207	hartree

Löwdin population analysis, charges in e, atoms 1 to 4: -0.51, -0.09, 0.12, -0.08